Formula: CH2NO4S
Source: the Open Molecules 2025 dataset
Level of theory: ωB97M-V with the def2-TZVPD basis set

Structure (XYZ):
```
9
Properties=species:S:1:pos:R:3:mulliken_charge:R:1
S -1.431 -0.354 -0.711 0.56
O 1.507 1.202 -0.983 -0.56
O -2.211 0.701 -0.054 -0.56
O -1.859 -1.703 -0.325 -0.55
O 1.141 1.667 1.108 -0.59
N 1.067 0.900 0.130 0.85
C 0.370 -0.248 0.322 -0.68
H 0.300 -0.662 1.311 0.36
H 1.116 -1.503 -0.799 0.18
```

Its net charge is -1. The maximum force comes out at 5.8 eV/Å. Its gap between HOMO and LUMO is 0.270 hartree. The calculation puts the electronic energy at -21580.100 eV.

=====

Formula: C13H83Br2F3INO27P3
Source: the Open Molecules 2025 dataset
Level of theory: ωB97M-V with the def2-TZVPD basis set

Structure (XYZ):
```
133
Properties=species:S:1:pos:R:3:mulliken_charge:R:1
I -3.026 -3.291 -0.524 -0.21
Br 0.030 4.388 -1.931 -0.22
Br 1.705 1.876 1.564 -0.10
P -1.895 -0.869 0.097 -0.57
P -2.062 -1.542 2.313 0.83
P -2.042 -0.141 -2.067 0.00
F 2.235 3.426 -0.796 -0.24
F 1.252 4.962 0.347 -0.23
F -0.422 3.544 1.425 -0.39
O 6.585 -0.115 0.565 -0.51
O 7.899 -0.442 -2.094 -0.61
O -1.378 -3.844 4.606 -0.53
O -8.161 -4.251 4.298 -0.66
O -6.159 -1.101 1.012 -0.59
O 5.372 0.339 5.496 -0.63
O -2.550 6.067 -0.305 -0.59
O 1.660 7.561 -2.310 -0.48
O 2.066 4.791 -5.148 -0.61
O 0.520 -3.119 -4.601 -0.57
O -4.307 -4.838 -3.583 -0.65
O 1.788 10.686 -3.289 -0.62
O -4.930 -5.249 1.940 -0.65
O 1.897 0.006 -1.973 -0.23
O 1.122 -8.194 4.442 -0.64
O -0.743 9.326 -1.331 -0.59
O -0.684 -5.745 8.683 -0.63
O -7.057 -1.378 -3.973 -0.62
O -0.871 10.983 -4.700 -0.64
O 1.466 0.410 -5.228 -0.65
O 8.453 -2.655 -0.136 -0.66
O -5.995 -2.189 4.264 -0.67
O 1.834 8.752 0.458 -0.59
O 5.501 1.943 -1.800 -0.63
O 5.490 -1.653 3.151 -0.55
O 4.544 -1.182 -2.249 -0.52
O 0.876 -5.727 6.089 -0.56
N -3.403 -0.981 2.966 -0.86
C 1.222 -3.192 3.002 -1.78
C 1.037 3.840 -0.364 0.67
C -3.666 0.722 -2.123 -0.88
C -1.306 0.849 0.763 -1.77
C -2.131 -1.454 -3.348 0.21
C -0.142 -1.509 -0.199 0.54
C -0.568 1.789 -0.195 -0.79
C -1.825 -0.821 -4.736 -1.39
C 1.317 -2.293 1.755 2.31
C -4.878 -0.214 -1.891 -0.86
C 0.373 -2.725 0.593 -1.61
C 0.301 2.799 0.534 0.36
C 2.763 -2.185 1.226 -1.41
H -0.390 11.040 -5.530 0.30
H -7.057 -2.282 -4.303 0.31
H 5.055 1.075 4.963 0.31
H -1.483 -5.832 9.211 0.30
H 4.620 -0.260 5.526 0.31
H -0.851 -4.995 8.102 0.33
H 1.040 -1.261 2.013 -0.48
H 0.656 -2.713 3.806 0.39
H -4.607 -1.255 -2.081 0.11
H 2.328 -0.004 -2.837 0.09
H 6.206 -1.452 2.539 0.24
H -2.199 1.375 1.122 0.40
H 1.557 4.992 -4.355 0.31
H -3.936 -0.455 2.272 0.31
H 5.508 -1.126 -2.255 0.26
H -0.705 0.631 1.650 0.81
H 0.088 1.275 -0.907 0.24
H -1.131 -1.449 -5.303 0.30
H -5.702 0.036 -2.566 0.25
H 0.399 -8.826 4.420 0.31
H -0.176 10.987 -4.031 0.35
H 3.086 -3.115 0.745 0.49
H -5.258 -1.651 3.933 0.35
H -1.994 -3.460 5.238 0.29
H 2.619 7.616 -2.386 0.31
H 2.765 4.206 -4.844 0.31
H 1.649 9.926 -2.712 0.35
H -3.811 -4.624 -2.776 0.20
H 1.004 -3.578 -5.294 0.27
H 1.833 -5.669 6.167 0.27
H 4.797 2.597 -1.739 0.30
H -0.085 -1.731 -1.271 -0.01
H 1.225 8.724 1.202 0.32
H 5.918 -1.784 4.003 0.27
H 1.366 8.299 -0.247 0.30
H -6.151 -2.060 0.918 0.26
H 0.616 -6.378 6.752 0.31
H 2.778 -1.345 0.516 0.08
H -1.375 -2.219 -3.146 0.48
H 7.728 -2.310 0.402 0.32
H -1.426 0.189 -4.595 0.30
H -5.233 -0.112 -0.860 0.22
H 1.136 -2.454 -4.276 0.28
H -3.653 1.498 -1.348 0.39
H -0.760 -4.360 5.139 0.24
H -4.165 -4.808 1.536 0.19
H -1.832 6.411 -0.844 0.30
H 6.181 0.352 -0.186 0.26
H -6.631 -0.936 1.834 0.28
H 2.358 0.701 -1.490 0.13
H -0.928 -1.155 3.072 -0.15
H 1.511 6.797 -1.738 0.19
H -6.181 -2.787 3.532 0.33
H -3.631 -4.851 -4.267 0.30
H 0.771 -4.166 2.785 0.26
H 7.719 -0.934 -1.283 0.35
H -0.406 -3.417 0.922 0.29
H -3.717 1.243 -3.088 0.59
H 0.583 -0.702 -0.042 -0.10
H -2.123 5.747 0.496 0.31
H 2.229 -3.390 3.397 0.32
H -7.672 -3.713 4.933 0.34
H 2.739 10.744 -3.408 0.29
H -3.114 -1.935 -3.390 0.40
H 0.710 0.320 -4.630 0.33
H 1.212 1.142 -5.797 0.29
H -0.101 8.753 -1.767 0.22
H 4.339 -1.828 -1.563 0.31
H 8.856 -0.458 -2.169 0.26
H -2.032 -2.942 2.422 0.00
H -5.244 -5.825 1.237 0.31
H -7.744 -1.358 -3.300 0.31
H -1.322 2.376 -0.731 0.78
H 0.709 -7.329 4.333 0.33
H -2.744 -0.764 -5.332 0.31
H -3.270 -0.497 0.314 -0.09
H 8.223 -3.575 -0.294 0.31
H 7.219 0.524 0.906 0.29
H -1.440 9.453 -1.983 0.30
H -7.727 -5.109 4.321 0.31
H 5.127 1.237 -2.344 0.30
H 1.002 -3.299 -0.104 0.53
H 3.432 -1.889 2.040 0.33
```

Its net charge is -1. The maximum force comes out at 2.1 eV/Å. Its gap between HOMO and LUMO is 0.200 hartree. The calculation puts the electronic energy at -255806.366 eV.

=====

> net charge of number 2 (C13H83Br2F3INO27P3)?

-1